No. 1
The following is a quantum chemistry calculation of a molecular structure, C19H11F10N6Ti, from OMol25.

Results
- Charge: +1

Last column: Löwdin charge in e.
Element x y z (Å)
C -2.23 -0.42 1.85  -0.173
C -1.54 0.69 2.61  -0.141
N -0.10 0.74 2.22  -0.311
H -0.02 2.84 2.38  0.087
C -1.74 -1.08 -1.78  -0.096
C 2.45 -0.51 -0.57  -0.146
H 0.92 -0.30 3.75  0.142
H -1.62 0.55 3.69  0.146
C 3.42 -1.50 -0.68  -0.129
N -0.54 4.73 -0.70  0.168
N 1.52 -0.33 0.47  -0.104
F 4.95 -0.68 -3.86  0.162
C 0.65 -0.46 2.70  -0.132
H -3.30 -0.22 1.82  0.138
H -0.01 -1.31 2.64  0.123
F -3.90 -2.36 0.79  0.123
C 2.37 0.38 -1.63  -0.121
C -2.16 -1.75 -2.90  -0.132
C 1.88 -0.69 1.84  -0.167
F 3.03 1.26 -3.71  0.162
Ti -0.12 0.62 0.10  1.207
H -2.10 -1.39 2.35  0.124
C -0.70 3.57 -0.43  -0.246
C -3.78 -2.82 -1.50  -0.124
C -2.27 -1.21 -0.51  -0.133
F -1.58 -1.56 -4.08  0.164
C 0.55 1.98 2.71  -0.028
F 5.18 -2.50 -1.86  0.161
C 4.26 -1.54 -1.78  -0.125
H 1.57 2.04 2.33  0.103
F 1.37 1.32 -1.50  0.031
N -0.77 2.40 -0.13  0.012
C -1.15 5.88 -0.90  -0.296
N -1.64 6.91 -1.05  0.169
H 2.74 -0.08 2.17  0.135
F -3.66 -3.31 -3.80  0.162
H -1.96 1.66 2.35  0.127
N -1.66 -0.45 0.50  -0.090
C -3.21 -2.64 -2.75  -0.125
C -3.32 -2.12 -0.39  -0.125
F -0.68 -0.20 -1.86  0.031
C 3.17 0.37 -2.74  -0.132
H 2.18 -1.73 1.93  0.125
F 3.56 -2.44 0.26  0.124
F -4.78 -3.67 -1.35  0.163
H 0.58 1.96 3.81  0.112
C 4.15 -0.62 -2.81  -0.125

---

No. 2
The following is a quantum chemistry calculation of a molecular structure, C35H30CoF6N7O4S, from OMol25.

Results
- Charge: +2

Last column: Löwdin charge in e.
Element x y z (Å)
H 0.64 1.86 -1.05  0.143
C -0.86 1.11 -4.00  -0.152
C -3.13 -0.98 -0.36  0.076
C -2.65 -0.71 2.02  -0.531
H 3.18 4.41 4.48  0.145
H 0.14 -0.30 -8.23  0.142
C -0.44 0.39 -7.62  -0.080
C -1.99 0.02 -2.16  -0.097
F 2.21 -2.88 -0.97  0.120
H 0.01 3.80 5.54  0.106
C 3.58 2.65 3.35  0.029
C -0.04 -2.76 2.43  -0.198
O -1.80 -0.35 2.93  -0.067
H -0.96 3.41 -5.26  0.152
C -4.39 -2.82 -2.33  -0.068
C 1.19 -1.39 6.45  -0.443
N -0.79 1.33 -5.41  -0.096
C -2.29 -0.46 0.58  -0.004
C 0.20 -3.98 1.82  -0.132
F 1.06 2.41 -3.54  0.080
H -3.96 -3.35 -1.49  0.115
C 0.56 4.32 4.75  0.031
N -0.19 1.78 -8.14  0.065
H 0.82 1.97 -8.13  0.186
O -0.34 2.04 3.54  0.056
H 4.43 -2.43 4.70  0.111
H 4.66 0.81 1.89  0.132
C -0.89 2.83 -7.31  -0.077
H -3.97 -1.58 -0.02  0.158
C 0.04 1.65 -3.08  -0.186
O -3.73 -1.21 2.27  0.107
N 1.44 3.37 4.06  -0.018
N 3.67 0.66 2.02  0.214
O -0.36 0.88 0.95  -0.029
H 0.63 2.88 -5.79  0.130
C 1.47 -2.86 0.14  -0.145
H -4.68 -0.71 -2.97  0.160
C 3.34 -2.39 6.55  -0.061
N 1.64 1.34 2.85  0.162
C 2.17 -2.03 7.19  -0.064
H 4.12 -2.90 7.10  0.115
S -0.38 -0.86 6.97  1.161
C -3.95 -1.42 -2.59  -0.252
F -0.78 -2.81 3.55  0.118
C -1.09 0.61 -1.25  -0.032
F 1.78 -0.57 0.22  0.042
H 2.68 -1.29 3.40  0.083
H -1.96 2.65 -7.42  0.144
Co -0.05 0.16 2.69  0.602
C 2.96 1.52 2.73  -0.319
C 3.52 -2.12 5.19  -0.055
N 0.26 -0.45 4.53  -0.030
F -0.29 -5.10 2.34  0.147
H 3.20 -0.01 1.43  0.093
H -3.88 -2.56 -4.49  0.109
C -0.06 0.32 -6.16  -0.135
H -1.50 0.20 -7.76  0.143
C 2.79 3.53 3.99  -0.003
H -0.63 3.80 -7.71  0.143
H 1.17 5.11 5.18  0.100
H -1.63 0.17 5.14  0.103
F 1.19 -5.20 0.06  0.146
H -0.33 -0.67 -5.79  0.142
C 1.36 -1.10 5.09  -0.267
N -2.99 -0.81 -1.68  0.027
C 0.44 -1.55 1.94  -0.031
H 4.64 2.80 3.29  0.124
H -0.48 1.85 -9.12  0.187
C 0.96 -4.04 0.66  -0.135
C -1.87 0.29 -3.53  0.085
C -0.69 -0.28 5.41  -0.402
H -2.45 -2.83 -3.39  0.115
H 1.03 0.43 -6.04  0.144
H -2.58 -0.12 -4.23  0.127
H -5.42 -3.05 -2.53  0.118
C -0.44 2.67 -5.87  -0.149
C 2.54 -1.48 4.45  -0.019
H 2.03 -2.26 8.24  0.119
C 1.20 -1.67 0.79  -0.204
C -0.07 1.43 -1.74  0.097
C -1.21 0.36 0.18  -0.240
C -3.48 -2.52 -3.49  -0.086
C 0.88 2.27 3.48  -0.457
H -0.15 4.74 4.05  0.108

---

No. 3
The following is a quantum chemistry calculation of a single C12H18N2OS molecule, from OMol25.

Results
- SMILES string: Cc1cc(C)cc(NC(=S)NCCCO)c1
- Charge: 0

Last column: Löwdin charge in e.
Element x y z (Å)
C 2.22 -1.60 2.44  -0.167
C -0.15 3.65 0.14  -0.047
C 0.11 1.35 -0.84  -0.006
H -2.15 -0.67 -2.33  0.121
C -2.58 1.27 -1.53  -0.270
H -4.62 1.93 -1.33  0.076
H 2.83 -2.64 0.64  0.067
C 1.01 -2.51 2.67  -0.283
H 0.67 -2.40 3.71  0.115
H 0.93 3.60 0.20  0.075
H 1.96 -0.58 2.74  0.112
H 0.12 -1.39 -2.63  0.118
N 0.39 -0.88 -1.80  0.039
H 3.63 -1.07 0.89  0.123
H 0.19 -2.22 2.01  0.116
H -4.12 1.53 -2.98  0.086
C -2.05 2.38 -0.88  -0.018
N 1.69 -1.00 0.12  -0.005
H 1.05 -0.34 0.55  0.120
C -1.75 0.20 -1.82  0.012
H -4.44 0.24 -1.83  0.079
C 2.68 -1.61 0.98  -0.233
C 1.42 -1.44 -1.12  -0.865
H -0.44 4.55 -0.39  0.082
C -4.03 1.24 -1.94  -0.048
C -0.71 2.43 -0.54  -0.268
H 3.05 -1.94 3.06  0.115
O 1.27 -3.86 2.37  -0.057
H -0.55 3.72 1.16  0.084
H 1.17 1.42 -0.63  0.117
S 2.28 -2.65 -1.85  0.632
H 2.03 -4.15 2.88  0.092
H -2.69 3.21 -0.64  0.118
C -0.41 0.22 -1.47  -0.233

---

| no. | LUMO level (eV) | M (Da) |
| --- | --- | --- |
| 1 | -4.9 | 561.186 |
| 2 | -4.8 | 817.658 |
| 3 | 0.6 | 238.356 |